92
Properties=species:S:1:pos:R:3:mulliken_charge:R:1 method="wB97M-V/def2-TZVPD" orbital_gap_ev="6.495 / 6.491" e_homo_ev="-16.70 / -16.70" total_charge=+3
Co -0.196 0.466 -0.671 -0.647
C -2.766 3.435 -3.462 -1.647
C -2.131 2.290 -2.667 0.556
C -0.702 2.076 -3.150 -1.002
C -2.152 2.627 -1.185 0.048
C -3.523 2.985 -0.632 -0.933
O -3.447 2.536 0.746 -0.407
C -2.463 1.664 0.831 0.775
N -1.736 1.531 -0.234 0.854
C -2.289 1.035 2.147 0.696
C -3.065 1.520 3.197 -0.814
C -2.871 1.053 4.491 -0.798
C -1.892 0.110 4.748 -0.973
C -1.116 -0.390 3.706 -1.076
C -1.309 0.058 2.404 -0.393
P -0.421 -0.848 1.124 4.047
C 1.128 -1.412 1.811 0.605
C 2.170 -0.504 2.036 -0.454
C 3.333 -0.920 2.654 -0.617
C 3.473 -2.247 3.051 -0.901
C 2.438 -3.149 2.845 -1.012
C 1.264 -2.741 2.229 -0.662
C -1.450 -2.262 0.730 -0.069
C -0.947 -3.285 -0.082 0.023
C -1.744 -4.366 -0.409 -0.953
C -3.052 -4.434 0.067 -0.851
C -3.554 -3.427 0.876 -0.918
C -2.758 -2.338 1.210 -0.913
H -2.689 3.241 -4.531 0.451
H -2.257 4.380 -3.260 0.404
H -3.824 3.559 -3.230 0.453
H -2.723 1.387 -2.835 -0.134
H -0.150 3.018 -3.143 0.381
H -0.672 1.677 -4.164 0.595
H -0.117 1.365 -2.534 -0.058
H -1.452 3.454 -1.022 -0.129
H -4.334 2.437 -1.115 0.395
H -3.746 4.047 -0.626 0.344
H -3.812 2.276 3.005 0.576
H -3.482 1.440 5.295 0.476
H -1.727 -0.246 5.756 0.494
H -0.362 -1.137 3.918 0.608
H 2.085 0.516 1.700 0.218
H 4.143 -0.223 2.818 0.566
H 4.396 -2.573 3.513 0.418
H 2.541 -4.176 3.170 0.515
H 0.459 -3.451 2.096 0.566
H 0.078 -3.250 -0.434 0.356
H -1.346 -5.169 -1.017 0.539
H -3.670 -5.287 -0.180 0.471
H -4.561 -3.494 1.266 0.524
H -3.158 -1.572 1.862 0.432
O 7.602 -1.074 0.353 -0.462
C 6.451 -1.621 0.740 0.352
O 6.362 -2.274 1.740 -0.470
C 5.207 -1.330 -0.060 0.369
C 4.275 -2.358 -0.157 -0.880
C 3.022 -2.104 -0.676 0.284
C 2.687 -0.811 -1.070 -0.604
C 3.634 0.197 -1.063 -1.087
C 4.902 -0.072 -0.563 -0.686
N 1.315 -0.596 -1.472 0.700
C 0.910 -1.312 -2.454 -0.599
C -0.523 -1.400 -2.697 0.786
C -1.080 -2.198 -3.670 -1.096
C -2.466 -2.339 -3.700 -0.842
C -3.219 -1.687 -2.742 -1.076
C -2.582 -0.879 -1.806 -0.186
N -1.261 -0.722 -1.790 1.662
H 7.566 -0.701 -0.537 0.365
H 4.531 -3.340 0.216 0.469
H 2.286 -2.897 -0.714 0.208
H 3.406 1.169 -1.467 0.804
H 5.635 0.725 -0.535 0.465
H 1.604 -1.907 -3.043 0.677
H -0.445 -2.714 -4.378 0.620
H -2.939 -2.963 -4.446 0.513
H -4.295 -1.786 -2.709 0.584
H -3.148 -0.353 -1.052 0.333
C 0.314 3.991 1.045 -0.515
C 1.053 4.250 -0.283 -1.032
C 1.645 2.894 -0.667 -1.211
O 0.934 1.895 0.145 0.975
C 0.746 2.590 1.424 -1.087
H -0.768 4.037 0.919 0.142
H 0.580 4.709 1.817 0.613
H 1.852 4.977 -0.158 0.444
H 0.387 4.636 -1.053 0.267
H 2.696 2.829 -0.392 0.693
H 1.524 2.629 -1.713 0.468
H 1.719 2.598 1.922 0.842
H 0.042 2.030 2.026 0.171

99
Properties=species:S:1:pos:R:3:mulliken_charge:R:1 method="wB97M-V/def2-TZVPD" orbital_gap_ev=7.782 e_homo_ev=-10.46 de_lowest_ev=0.355 total_charge=+1
Sn 0.323 -0.870 0.672 0.206
O -0.255 1.765 3.841 -0.723
S -0.938 0.966 2.861 1.370
O -0.929 1.456 1.492 -0.442
N -0.339 -0.529 2.712 0.622
C 0.259 -1.167 3.812 0.291
C -0.051 -0.936 5.128 -0.570
C 0.620 -1.628 6.158 -1.014
C 1.578 -2.556 5.880 -0.942
C 1.897 -2.841 4.533 0.884
C 2.859 -3.803 4.159 -0.713
C 3.106 -4.036 2.839 -1.293
C 2.398 -3.298 1.877 -0.115
N 1.500 -2.388 2.181 0.665
C 1.235 -2.150 3.498 -0.598
C -2.596 0.776 3.426 0.172
C -3.242 1.903 3.926 -0.563
C -4.534 1.777 4.407 -0.837
C -5.161 0.536 4.406 -0.501
C -4.499 -0.584 3.925 -0.808
C -3.208 -0.469 3.432 -0.009
H -0.806 -0.207 5.386 0.574
H 0.360 -1.406 7.185 0.439
H 2.094 -3.084 6.671 0.434
H 3.387 -4.349 4.932 0.441
H 3.830 -4.772 2.520 0.499
H 2.583 -3.471 0.828 0.417
H -2.728 2.855 3.944 0.483
H -5.049 2.647 4.792 0.443
H -6.165 0.441 4.798 0.435
H -4.984 -1.552 3.935 0.458
H -2.671 -1.338 3.076 0.275
F 3.684 3.121 2.190 -0.372
C 3.486 2.075 1.383 0.288
C 2.342 1.309 1.532 -1.019
C 2.161 0.230 0.683 0.685
C 3.110 -0.116 -0.288 -0.427
C 4.212 0.726 -0.406 0.915
F 5.139 0.512 -1.364 -0.384
C 4.424 1.817 0.407 -1.140
C 2.923 -1.354 -1.087 -0.194
C 3.842 -1.861 -2.007 -0.326
C 3.569 -3.054 -2.650 -1.048
C 2.385 -3.727 -2.385 -0.754
C 1.519 -3.170 -1.467 -1.091
N 1.791 -2.022 -0.835 1.410
H 1.628 1.584 2.296 0.630
H 5.305 2.432 0.288 0.547
H 4.762 -1.341 -2.212 0.699
H 4.281 -3.455 -3.359 0.456
H 2.142 -4.663 -2.866 0.541
H 0.583 -3.641 -1.204 0.498
O -0.616 -2.716 0.365 0.077
N -1.911 -2.843 0.320 -1.157
N -2.508 -1.736 0.297 1.725
O -1.874 -0.608 0.338 -0.257
C -3.953 -1.699 0.249 0.225
C -4.684 -2.877 0.278 -0.405
C -6.065 -2.793 0.262 -0.655
C -6.695 -1.554 0.211 -0.498
C -5.941 -0.392 0.173 -0.871
C -4.556 -0.456 0.195 -0.221
H -4.183 -3.834 0.312 0.489
H -6.651 -3.702 0.288 0.422
H -7.776 -1.500 0.201 0.434
H -6.429 0.572 0.126 0.409
H -3.945 0.435 0.180 0.514
C 1.183 5.895 -2.305 -1.238
C 0.170 4.877 -2.824 -0.148
C -0.367 3.940 -1.742 -0.587
C 0.704 3.128 -1.024 0.041
N 1.464 2.281 -1.945 0.265
C 1.090 1.089 -2.405 -0.102
S -0.247 0.196 -1.768 -0.145
N 1.781 0.607 -3.444 -0.056
C 1.486 -0.625 -4.177 -0.381
C 0.364 -0.483 -5.201 -0.443
C 0.680 0.389 -6.417 -0.689
C 0.726 1.893 -6.143 -0.949
H 1.411 6.643 -3.063 0.402
H 2.128 5.430 -2.015 0.262
H 0.792 6.417 -1.429 0.293
H 0.613 4.291 -3.637 -0.091
H -0.676 5.408 -3.264 0.416
H -1.094 3.247 -2.174 0.238
H -0.894 4.522 -0.980 0.483
H 0.248 2.502 -0.268 -0.701
H 1.427 3.777 -0.529 0.638
H 2.204 2.746 -2.450 0.443
H 2.468 1.217 -3.860 0.401
H 1.221 -1.387 -3.447 -0.360
H 2.415 -0.924 -4.665 0.669
H -0.523 -0.101 -4.689 0.199
H 0.121 -1.494 -5.541 0.495
H -0.094 0.204 -7.165 0.383
H 1.624 0.064 -6.865 0.282
H -0.135 2.208 -5.548 0.230
H 0.708 2.455 -7.077 0.461
H 1.631 2.198 -5.613 0.168